1.
A gas-phase ion, C3H10NOSi (charge -1), computed with ωB97M-V with the def2-TZVPD basis set.

Its total charge is -1. As for the energy relative to the best compared isomer or geometry (same formula, charge and spin): 217.0 kJ/mol. Its SMILES is C[Si](C)(C)O[NH-]. Its total energy is -539.74463 hartree. The largest force on an atom comes out at 5.51 eV/Å. As for the frontier orbital gap: 5.797 eV.

```
16
C3H10NOSi, DFT ωB97M-V with the def2-TZVPD basis set
C 0.889 -0.171 1.220
C 0.702 0.792 -1.613
C -1.812 0.369 0.044
N -0.920 -2.726 0.297
O -0.202 -2.068 -0.820
Si -0.112 -0.494 -0.360
H 1.896 -0.300 0.994
H 0.713 0.886 1.454
H 0.516 -0.817 1.991
H 1.041 0.254 -2.448
H -0.155 1.450 -2.008
H 1.518 1.229 -1.102
H -1.607 1.376 0.643
H -2.217 0.558 -0.842
H -2.345 -0.403 0.631
H -0.093 -2.949 0.927
```

Atom charges from the Mulliken analysis, given in e for atoms 1 to 8: number 1, C, carries -1.18; number 2, C, carries -1.08; number 3, C, carries -1.12; number 4, N, carries -0.67; number 5, O, carries -0.44; number 6, Si, carries 0.67; number 7, H, carries 0.33; number 8, H, carries 0.32

2.
C3H10NP in the gas phase, computed with ωB97M-V with the def2-TZVPD basis set.

As for the energy relative to the best compared isomer or geometry (same formula, charge and spin): 320.3 kJ/mol. Its SMILES is CP(C)CN. Its total energy is -516.28791 hartree. The largest force on an atom comes out at 5.30 eV/Å. As for the frontier orbital gap: 9.692 eV.

```
15
C3H10NP, DFT ωB97M-V with the def2-TZVPD basis set
C 0.340 -1.420 0.194
C -0.298 0.906 -1.789
C -0.929 0.898 0.894
N 1.117 -1.215 1.453
P -1.327 -0.239 -0.606
H 0.733 -0.382 1.640
H 0.173 -2.498 0.023
H 0.976 -1.076 -0.576
H 0.776 0.558 -1.929
H -0.893 0.659 -2.703
H -0.259 1.989 -1.401
H -1.106 1.927 0.781
H -1.537 0.450 1.655
H 0.128 0.895 1.164
H 2.107 -1.451 1.201
```

Atom charges from the Mulliken analysis, given in e for atoms 1 to 8: number 1, C, carries -0.65; number 2, C, carries -0.88; number 3, C, carries -1.26; number 4, N, carries -0.55; number 5, P, carries 0.20; number 6, H, carries 0.20; number 7, H, carries 0.40; number 8, H, carries 0.25

3.
2 unconnected molecules or ions with the total composition C3H10NPS2, computed with ωB97M-V with the def2-TZVPD basis set.

As for the energy relative to the best compared isomer or geometry (same formula, charge and spin): 260.5 kJ/mol. Its total energy is -1312.71333 hartree. The largest force on an atom comes out at 4.42 eV/Å. As for the frontier orbital gap (alpha / beta): 6.912 / 7.537 eV.

```
17
C3H10NPS2, DFT ωB97M-V with the def2-TZVPD basis set
C 1.968 -0.532 -0.280
C -1.900 2.390 0.726
C 1.115 -1.240 0.642
N -1.760 -1.190 -1.747
P -1.517 -0.577 -0.176
S -3.114 -0.846 0.915
S -1.236 1.445 -0.687
H 1.404 0.343 -0.808
H 3.026 -0.246 0.099
H 2.145 -1.099 -1.245
H -1.358 3.303 0.745
H -1.626 1.850 1.642
H -2.977 2.585 0.599
H 1.072 -0.684 1.518
H 0.946 -2.203 0.412
H -2.494 -1.861 -1.791
H -0.899 -1.522 -2.158
```

Atom charges from the Mulliken analysis, given in e for atoms 1 to 8: number 1, C, carries -0.56; number 2, C, carries -0.83; number 3, C, carries -0.88; number 4, N, carries -0.51; number 5, P, carries 0.30; number 6, S, carries -0.40; number 7, S, carries -0.11; number 8, H, carries 0.12

4.
A gas-phase ion, C3H10NS (charge +1), computed with ωB97M-V with the def2-TZVPD basis set.

Its total charge is +1. As for the energy relative to the best compared isomer or geometry (same formula, charge and spin): 293.6 kJ/mol. Its total energy is -572.88735 hartree. The largest force on an atom comes out at 3.80 eV/Å. As for the frontier orbital gap: 10.016 eV.

```
15
C3H10NS, DFT ωB97M-V with the def2-TZVPD basis set
C 1.335 -1.493 -0.621
C 1.305 0.785 0.471
C -2.323 0.239 -0.272
N 0.707 -0.525 0.370
S -0.998 -0.777 0.584
H 1.117 -2.534 -0.412
H 1.117 -1.466 -1.665
H 2.303 -1.157 -0.440
H 0.923 1.164 1.409
H 2.316 0.603 0.441
H 1.149 1.492 -0.339
H -2.397 -0.020 -1.398
H -3.353 0.117 0.220
H -2.120 1.342 -0.061
H -1.039 0.031 1.837
```

Atom charges from the Mulliken analysis, given in e for atoms 1 to 8: number 1, C, carries -0.78; number 2, C, carries -0.79; number 3, C, carries -0.77; number 4, N, carries -0.04; number 5, S, carries 0.12; number 6, H, carries 0.33; number 7, H, carries 0.34; number 8, H, carries 0.31

What is the energy relative to the best compared isomer or geometry (same formula, charge and spin) in the third record? 260.5 kJ/mol